Record 1
Entry from the OMol25 dataset: a cluster of 2 separate species, C6H13NO in total at a distorted geometry (ωB97M-V/def2-TZVPD).

Summary:
HOMO energy: -0.284 hartree
DFT total energy: -9968.6666 eV
HOMO-LUMO gap: 8.59 eV
Energy above the lowest of the compared OMol25 structures with the same formula, charge and spin: 57.83 kcal/mol

CARTESIAN COORDINATES (ANGSTROEM)
H (0.043987, 0.308858, -2.526940)
C (-0.355651, 0.701760, 0.165818)
C (-1.063120, -0.443517, 0.104691)
H (-0.603391, 2.671047, -0.608248)
H (0.010658, -2.930236, -0.063590)
N (0.587821, 0.992711, 1.163364)
H (-0.419473, -3.474567, 1.541217)
H (0.186395, 1.081293, 2.093898)
H (-0.520439, -1.218693, 2.033642)
H (-2.207944, -1.541499, 1.342178)
H (-0.425906, 1.936970, -3.108124)
H (3.231823, 1.502611, 0.286799)
H (-1.318672, -0.759189, -0.901941)
C (-0.797172, -2.915050, 0.673651)
C (-0.407310, 1.663596, -0.975315)
O (2.847872, 2.140684, -0.304134)
C (-1.113786, -1.485124, 1.172449)
H (-1.690743, -3.424972, 0.321649)
H (1.154188, 1.816518, 1.067569)
H (3.159964, 2.078746, -1.231397)
C (-0.299106, 1.298044, -2.247227)

Cartesian forces (eV/Å) of the 6 atoms listed first:
-0.3 -0.2 0.3
0.4 -0.6 -1.3
1.7 0.3 -0.2
0.0 0.1 -0.6
-0.2 0.0 -0.1
-0.6 0.3 1.9

---

Record 2
Entry from the OMol25 dataset: a cluster of 2 separate species, C10H13ClSi in total at a distorted geometry (ωB97M-V/def2-TZVPD).

Summary:
HOMO energy: -0.311 hartree
DFT total energy: -30979.0622 eV
HOMO-LUMO gap: 9.10 eV
Energy above the lowest of the compared OMol25 structures with the same formula, charge and spin: 84.54 kcal/mol

CARTESIAN COORDINATES (ANGSTROEM)
H (1.427346, -2.225295, 1.846166)
H (-3.380764, 2.105828, 0.256673)
C (3.310324, -1.425572, 1.186250)
H (4.011489, -2.052589, 1.811350)
H (-1.221794, 0.436954, -2.404520)
C (1.932993, -0.015918, -0.874906)
C (-1.813616, 0.615344, 0.809878)
C (3.333327, 0.085031, -0.739867)
H (-3.684297, 0.373670, -0.092404)
C (-1.020863, 1.309811, 1.703074)
H (-0.024694, 0.867907, 1.926794)
H (-1.187570, 2.193230, 2.321710)
H (4.978911, -0.763489, 0.053012)
H (1.445280, 0.366228, -1.726192)
Cl (-2.242833, -2.539265, 0.425038)
H (-3.783824, 0.963261, 1.615444)
H (-2.618009, -0.645100, -2.342823)
C (1.291606, -0.920010, -0.013314)
H (-1.038927, -1.186782, -2.648188)
C (-3.234908, 1.044167, 0.663636)
H (3.860731, 0.557662, -1.593017)
Si (-1.380952, -0.830849, -0.221191)
C (3.974586, -0.651670, 0.207681)
C (1.953193, -1.539004, 1.054890)
C (-1.615680, -0.486943, -2.015538)

Cartesian forces (eV/Å) of the 6 atoms listed first:
0.6 1.4 -1.8
0.4 -1.4 0.6
2.3 -0.1 -1.1
-1.4 0.8 -0.3
-0.2 0.8 0.5
0.9 -2.0 1.7

---

Record 3
Entry from the OMol25 dataset: the molecule C11H12O2 at a distorted geometry (ωB97M-V/def2-TZVPD).

Summary:
HOMO energy: -0.360 hartree
DFT total energy: -15697.0450 eV
HOMO-LUMO gap: 10.26 eV
Energy above the lowest of the compared OMol25 structures with the same formula, charge and spin: 0.00 kcal/mol

CARTESIAN COORDINATES (ANGSTROEM)
C (-3.757221, 0.081403, 0.248119)
C (1.324816, -0.873721, 0.392361)
H (-3.230839, 2.228753, 0.464130)
C (-3.249939, -1.176267, -0.052768)
C (-0.506813, 1.978577, -0.145004)
C (-1.898611, -1.354760, -0.369766)
H (-4.774871, 0.177785, 0.528757)
C (-1.074215, -0.281075, -0.370708)
H (3.119487, 1.243916, -0.693442)
H (0.673436, -0.395656, -1.580044)
H (-1.480487, -2.312542, -0.563600)
H (3.068773, -1.201432, -0.863515)
C (0.426362, -0.097650, -0.569190)
C (-1.589345, 0.975021, -0.080359)
H (1.051684, -0.642439, 1.434482)
O (0.672338, 1.303958, -0.413491)
H (3.458893, 1.142704, 1.125116)
H (-3.890387, -2.029097, -0.025474)
O (-0.571622, 3.162045, -0.057236)
H (4.536525, 0.448819, -0.057556)
C (-2.914901, 1.211447, 0.271816)
H (3.293456, -1.458503, 0.827542)
H (1.026556, -1.946824, 0.307187)
C (3.470949, 0.604476, 0.120963)
C (2.815978, -0.788926, 0.121688)

Cartesian forces (eV/Å) of the 6 atoms listed first:
1.0 0.7 0.2
-0.9 -1.0 0.1
-0.2 -0.1 0.2
0.7 0.4 -0.1
0.4 -0.6 -0.5
-0.6 -0.5 0.2

---

Record 4
Entry from the OMol25 dataset: the molecule C7H11NO at a distorted geometry (ωB97M-V/def2-TZVPD).

Summary:
HOMO energy: -0.306 hartree
DFT total energy: -10970.5783 eV
HOMO-LUMO gap: 9.24 eV
Energy above the lowest of the compared OMol25 structures with the same formula, charge and spin: 108.33 kcal/mol

CARTESIAN COORDINATES (ANGSTROEM)
C (-2.303931, -0.196972, -0.255533)
H (-0.158497, 3.053670, -0.472547)
C (-0.322473, -1.449531, 0.096405)
H (2.404212, -0.266769, 1.305617)
C (0.502401, 1.994955, -0.139361)
H (1.444059, 2.086826, 0.538515)
H (2.296609, -1.709173, 0.772515)
N (2.675532, -0.247620, -0.664045)
H (-0.585716, 1.277227, 1.650153)
C (0.416409, -0.394435, 0.394165)
O (-1.721380, -1.411421, -0.223213)
C (-1.715094, 0.976784, 0.000717)
H (2.317030, -0.315029, -1.698645)
C (1.967919, -0.705318, 0.466156)
C (-0.325056, 0.962322, 0.588098)
H (-3.363241, -0.030338, -0.691674)
H (0.826355, 1.399397, -1.150710)
H (2.712658, 0.882777, -0.594428)
H (-2.434529, 1.894785, -0.189108)
H (0.262332, -2.375488, 0.060447)

Cartesian forces (eV/Å) of the 6 atoms listed first:
-1.6 2.5 -1.4
2.4 -3.1 1.3
-0.7 0.4 -0.4
0.6 1.7 1.4
0.7 1.1 -1.8
-1.3 0.9 -1.6

---

The highest HOMO-LUMO gap belongs to which entry? C11H12O2

---

The lowest HOMO-LUMO gap belongs to which entry? C6H13NO

---

Which formula does entry 3 have? C11H12O2

---

Copy entry 3 word for word.
Entry from the OMol25 dataset: the molecule C11H12O2 at a distorted geometry (ωB97M-V/def2-TZVPD).

Summary:
HOMO energy: -0.360 hartree
DFT total energy: -15697.0450 eV
HOMO-LUMO gap: 10.26 eV
Energy above the lowest of the compared OMol25 structures with the same formula, charge and spin: 0.00 kcal/mol

CARTESIAN COORDINATES (ANGSTROEM)
C (-3.757221, 0.081403, 0.248119)
C (1.324816, -0.873721, 0.392361)
H (-3.230839, 2.228753, 0.464130)
C (-3.249939, -1.176267, -0.052768)
C (-0.506813, 1.978577, -0.145004)
C (-1.898611, -1.354760, -0.369766)
H (-4.774871, 0.177785, 0.528757)
C (-1.074215, -0.281075, -0.370708)
H (3.119487, 1.243916, -0.693442)
H (0.673436, -0.395656, -1.580044)
H (-1.480487, -2.312542, -0.563600)
H (3.068773, -1.201432, -0.863515)
C (0.426362, -0.097650, -0.569190)
C (-1.589345, 0.975021, -0.080359)
H (1.051684, -0.642439, 1.434482)
O (0.672338, 1.303958, -0.413491)
H (3.458893, 1.142704, 1.125116)
H (-3.890387, -2.029097, -0.025474)
O (-0.571622, 3.162045, -0.057236)
H (4.536525, 0.448819, -0.057556)
C (-2.914901, 1.211447, 0.271816)
H (3.293456, -1.458503, 0.827542)
H (1.026556, -1.946824, 0.307187)
C (3.470949, 0.604476, 0.120963)
C (2.815978, -0.788926, 0.121688)

Cartesian forces (eV/Å) of the 6 atoms listed first:
1.0 0.7 0.2
-0.9 -1.0 0.1
-0.2 -0.1 0.2
0.7 0.4 -0.1
0.4 -0.6 -0.5
-0.6 -0.5 0.2